# 1
Formula: C18H32O2
Source: the Open Molecules 2025 dataset
Level of theory: ωB97M-V/def2-TZVPD

energy = -23280.3347 eV
HOMO-LUMO gap = 9.88 eV
charge = 0
SMILES string = CCCCC/C=C\C/C=C\CCCCCCCC(=O)O
E_HOMO = -0.3284 hartree
ΔE to the lowest compared entry with this formula, charge and spin = 29.8 kJ/mol
2S+1 = 1

Structure (XYZ):
```
52
C18H32O2 ωB97M-V/def2-TZVPD
C 2.283 5.810 -4.356
C 1.398 5.344 -3.206
C 1.375 3.822 -3.086
C 0.493 3.352 -1.933
C 0.475 1.824 -1.808
C -0.414 1.396 -0.680
C -0.051 1.111 0.561
C 1.345 1.133 1.117
C 1.662 -0.099 1.920
C 1.710 -1.339 1.446
C 1.428 -1.747 0.035
C 0.030 -2.363 -0.123
C -0.112 -3.700 0.602
C -1.494 -4.334 0.422
C -2.604 -3.612 1.189
C -2.514 -3.823 2.707
C -2.905 -2.562 3.487
C -1.949 -1.442 3.157
O -2.251 -0.406 2.625
O -0.694 -1.731 3.503
H 3.307 5.473 -4.209
H 2.286 6.895 -4.423
H 1.924 5.408 -5.301
H 0.380 5.708 -3.361
H 1.763 5.773 -2.270
H 1.008 3.393 -4.021
H 2.395 3.458 -2.934
H -0.527 3.711 -2.084
H 0.857 3.779 -0.996
H 0.104 1.395 -2.742
H 1.498 1.470 -1.662
H -1.468 1.365 -0.925
H -0.817 0.848 1.278
H 1.442 2.010 1.763
H 2.074 1.240 0.310
H 1.893 0.070 2.966
H 1.966 -2.147 2.120
H 1.497 -0.881 -0.623
H 2.175 -2.481 -0.280
H -0.166 -2.512 -1.187
H -0.704 -1.646 0.249
H 0.642 -4.390 0.214
H 0.088 -3.559 1.665
H -1.456 -5.375 0.755
H -1.742 -4.338 -0.642
H -2.555 -2.547 0.962
H -3.572 -3.967 0.830
H -1.495 -4.091 2.987
H -3.165 -4.644 3.011
H -2.847 -2.761 4.558
H -3.916 -2.243 3.232
H -0.077 -1.047 3.181
```

# 2
Formula: C18H33BCl14IN3O
Source: the Open Molecules 2025 dataset
Level of theory: ωB97M-V/def2-TZVPD

energy = -209813.9985 eV
HOMO-LUMO gap = 9.90 eV
charge = 0
SMILES string = N#C[C@H](B(N)O)[C@@H](I)C#N.ClCCCl.ClCCCl.ClCCCl.ClCCCl.ClCCCl.ClCCCl.ClCCCl
E_HOMO = -0.3632 hartree
2S+1 = 1

Structure (XYZ):
```
71
C18H33BCl14IN3O ωB97M-V/def2-TZVPD
N -2.581 3.406 2.366
C -1.559 3.236 1.869
C -0.267 3.046 1.232
B -0.181 4.003 -0.065
N 0.862 4.917 -0.215
O -1.209 3.901 -0.982
C -0.134 1.558 0.833
I 1.563 1.230 -0.422
C -0.021 0.705 1.996
N 0.046 0.038 2.927
H 0.507 3.292 1.962
H 1.090 5.221 -1.150
H 1.679 4.844 0.371
H -1.861 4.605 -0.854
H -1.003 1.241 0.261
Cl 2.958 0.207 -3.623
C 2.943 -1.514 -4.113
C 1.950 -2.309 -3.305
Cl 2.449 -2.468 -1.607
H 3.951 -1.898 -3.987
H 2.673 -1.539 -5.166
H 1.875 -3.318 -3.710
H 0.968 -1.843 -3.323
Cl 0.562 -5.738 -2.187
C 1.179 -7.036 -1.124
C 1.661 -6.524 0.208
Cl 3.146 -5.552 0.052
H 1.982 -7.538 -1.658
H 0.353 -7.729 -0.966
H 1.901 -7.378 0.838
H 0.910 -5.907 0.694
Cl 2.449 -10.024 1.082
C 2.564 -10.702 -0.565
C 3.977 -10.676 -1.087
Cl 4.548 -9.014 -1.393
H 1.899 -10.129 -1.206
H 2.209 -11.729 -0.511
H 4.021 -11.210 -2.034
H 4.666 -11.136 -0.384
Cl -3.556 -2.166 1.335
C -3.998 -1.017 2.629
C -3.582 -1.511 3.990
Cl -4.530 -2.934 4.504
H -5.071 -0.855 2.571
H -3.480 -0.083 2.419
H -3.754 -0.728 4.725
H -2.532 -1.789 4.001
Cl 5.106 1.921 -1.039
C 5.891 2.176 -2.620
C 6.903 3.291 -2.573
Cl 6.131 4.884 -2.344
H 5.109 2.380 -3.346
H 6.385 1.242 -2.884
H 7.443 3.331 -3.517
H 7.610 3.150 -1.760
Cl -6.078 4.339 -2.164
C -5.167 3.536 -0.859
C -4.886 4.462 0.294
Cl -3.729 5.753 -0.158
H -4.245 3.151 -1.288
H -5.773 2.704 -0.506
H -4.426 3.911 1.113
H -5.788 4.957 0.646
Cl -5.845 9.346 2.853
C -4.358 8.389 2.619
C -4.209 7.300 3.649
Cl -3.893 7.951 5.280
H -3.517 9.076 2.646
H -4.419 7.937 1.632
H -3.363 6.665 3.387
H -5.106 6.689 3.709
```

# 3
Formula: C18H33F2Li2N6NaO5S
Source: the Open Molecules 2025 dataset
Level of theory: ωB97M-V/def2-TZVPD

energy = -59469.0967 eV
HOMO-LUMO gap = 3.40 eV
charge = 0
E_HOMO = -0.2155 hartree
2S+1 = 1

Structure (XYZ):
```
68
C18H33F2Li2N6NaO5S ωB97M-V/def2-TZVPD
N -3.542 -3.164 1.974
C -2.711 -1.967 1.862
N -1.866 -2.137 0.687
N -1.880 -1.935 3.091
C -3.473 -0.628 1.796
N -4.573 -0.565 0.802
C -5.818 -1.094 1.345
C -6.582 -1.920 0.509
C -7.786 -2.538 0.907
C -8.185 -2.213 2.238
C -7.345 -1.343 2.960
N -6.194 -0.796 2.586
S -4.822 1.032 0.344
O -3.600 1.704 -0.018
O -5.744 1.053 -0.769
F -5.540 1.805 1.524
H -3.944 -3.393 1.068
H -4.288 -3.000 2.643
H -2.523 -2.167 -0.157
H -1.538 -3.105 0.727
H -2.554 -1.827 3.848
H -1.402 -1.031 3.060
H -3.779 -0.291 2.799
H -2.727 0.118 1.468
H -6.208 -2.105 -0.501
H -8.369 -3.179 0.254
H -9.098 -2.619 2.668
H -7.684 -1.080 3.967
F -2.965 -2.688 -1.262
Li 0.516 -2.145 0.481
C -2.415 3.854 2.607
C -1.329 3.397 3.602
O -0.218 3.965 3.508
O -1.685 2.486 4.392
H -2.049 4.636 1.939
H -2.727 3.001 2.011
H -3.283 4.239 3.146
Li -0.951 -0.620 -1.579
C 4.802 0.800 -4.500
C 5.360 0.101 -3.249
C 6.519 0.936 -2.676
C 6.103 2.242 -1.993
C 4.686 2.189 -1.408
C 4.162 0.774 -1.107
N 4.225 -0.007 -2.315
O 3.742 -1.308 -2.120
C 2.704 0.918 -0.722
C 4.911 0.174 0.097
C 5.970 -1.228 -3.698
H 4.002 0.206 -4.942
H 5.576 0.937 -5.266
H 4.394 1.783 -4.265
H 7.071 0.318 -1.955
H 7.247 1.160 -3.459
H 6.826 2.476 -1.205
H 6.165 3.068 -2.702
H 4.641 2.811 -0.509
H 4.007 2.664 -2.119
H 2.118 1.283 -1.567
H 2.561 1.619 0.105
H 2.321 -0.057 -0.427
H 4.805 0.811 0.979
H 5.967 0.066 -0.088
H 4.514 -0.811 0.364
H 6.767 -1.049 -4.423
H 5.236 -1.870 -4.178
H 6.406 -1.780 -2.855
Na 7.074 -0.969 -0.325
```